No. 1
84
Properties=species:S:1:pos:R:3:mulliken_charge:R:1 method="wB97M-V/def2-TZVPD" e_above_lowest_kcal_mol=0.0 homo_energy_ev=-6.9
Rb 1.7662 -2.1475 4.6429 0.94
O -4.5192 -0.5153 0.4045 -0.16
O -2.5830 4.1806 1.3457 -0.31
O 1.0680 -3.3190 -2.3476 -0.46
O -0.7176 -1.9780 -2.1360 -0.11
O 7.9445 -2.6555 -0.0012 -0.54
O -4.6094 -1.5731 2.3350 -0.35
O 2.6989 -0.7958 -3.5420 -0.39
O -3.6664 4.3918 3.2777 -0.34
O 4.8391 -0.3389 -3.4622 -0.44
O 6.4195 -1.0736 0.4182 -0.25
O -0.2691 2.5726 -1.3248 -0.20
O -2.6524 -0.6817 1.6527 -0.42
O 7.6477 -1.8437 2.0634 -0.36
O 0.8538 -0.1415 2.7420 -0.90
O 1.7412 3.1858 -2.0682 -0.56
O 3.9962 -1.3106 -5.2935 -0.60
O -4.4661 5.3847 1.4400 -0.59
O 0.3872 1.8205 -3.2790 -0.37
O -0.9645 -4.1618 -1.8449 -0.41
C -1.7964 3.3995 2.2623 1.26
C -1.1589 1.4997 -1.5863 1.97
C 4.4679 -0.7834 1.7163 -0.94
C 5.8975 -0.3652 1.5882 0.34
C -5.7982 -1.9188 1.6665 -0.54
C 0.7427 2.5847 -2.2233 0.50
C 4.3628 -0.1436 -2.1196 0.82
C -6.4057 -1.4675 -0.7737 -1.36
C -0.3613 3.8676 2.0740 -1.42
C 2.8480 -0.2190 -2.2470 1.17
C -2.5763 2.0247 -1.3759 -1.70
C 4.9571 1.1449 -1.5763 -1.50
C -3.6256 4.7119 1.9609 0.61
C 7.4163 -1.9217 0.7679 0.59
C 3.8340 -0.8899 -4.1956 0.56
C -3.8054 -0.8959 1.5030 0.60
C -0.0671 -3.1846 -2.1188 0.31
C -5.9131 -0.8653 0.5451 0.15
C 0.6340 0.0296 1.3971 0.56
C -1.9455 -2.1470 -1.4393 -0.15
C 6.8353 -0.8766 2.7165 -0.37
C -2.8886 -4.2116 -0.3887 -1.19
C -2.4180 3.7882 3.6030 -0.52
C -0.8156 1.1015 -3.0037 -0.08
C -2.2360 -3.6155 -1.6407 0.64
H -1.8197 4.4446 4.2450 0.26
H 6.1243 0.6612 1.2968 0.35
H -3.3121 1.3830 -1.8820 0.46
H 4.6482 2.0093 -2.1666 0.46
H -6.1524 -2.5208 -0.8036 0.34
H 4.4901 1.3319 -0.6009 0.25
H 0.1114 3.6272 1.1258 0.11
H -3.9174 -3.8503 -0.3436 0.13
H -6.3909 0.0260 0.9538 0.43
H 7.4041 -0.0056 3.0328 0.32
H -1.7503 -1.8880 -0.3910 -0.23
H 6.2959 -1.4052 3.4957 0.26
H -6.7053 -1.9394 2.2688 0.38
H -0.6559 0.0362 -3.1374 0.19
H -6.1257 -0.8168 -1.5970 0.34
H -7.4976 -1.3969 -0.7186 0.41
H -2.3820 2.8857 4.2249 0.40
H -2.9377 1.9153 -0.3555 0.06
H 0.3048 3.4655 2.8474 0.38
H 4.7456 -0.9533 -1.4887 0.00
H 2.4515 0.7952 -2.1420 -0.77
H 1.4294 0.4435 0.7542 0.08
H 3.8967 -0.2887 2.5082 0.35
H -2.7692 -5.2944 -0.3623 0.40
H -5.8191 -2.8866 1.1602 0.25
H 3.8074 -0.7009 0.8512 -0.11
H -2.7541 -1.4769 -1.7317 0.37
H -2.4259 -3.8860 0.5470 0.33
H 6.0307 1.0734 -1.4275 0.34
H -2.9020 -3.7112 -2.5047 0.27
H -0.2962 0.5565 1.1116 -0.61
H -1.5432 1.3898 -3.7664 0.25
H 2.4116 -0.9136 -1.5316 0.05
H 4.4331 -1.8680 1.8806 0.35
H 0.3659 -0.9262 0.8882 -0.12
H -0.2070 4.9354 2.2499 0.43
H -2.0197 2.3605 2.0097 -0.31
H -0.9612 0.7215 -0.8446 -0.79
H -2.7043 3.0207 -1.7910 0.42


No. 2
89
Properties=species:S:1:pos:R:3:lowdin_spin:R:1 method="wB97M-V/def2-TZVPD" multiplicity=2 e_above_lowest_kcal_mol=22.1 homo_energy_ev="-8.0 / -8.6"
Ta -0.5092 -0.6561 -0.4097 0.04
Br 6.4756 -1.0319 4.6636 0.00
As -2.2188 -2.9381 -3.0746 0.00
S 2.2565 0.8546 -1.8096 0.01
Si -0.9809 0.9605 2.7170 0.01
Si -0.3946 1.1345 -3.5735 0.02
F -1.0846 -1.4993 -2.2906 0.00
F -2.4402 -3.4007 -1.4286 0.00
F -1.7699 -2.2570 -4.5781 0.00
F -3.1558 -4.1939 -3.7179 0.00
F -0.7706 -3.8725 -3.0851 0.00
F -3.5163 -1.8404 -2.9636 0.00
O 1.4783 -0.2564 -1.1091 0.02
O 2.8414 -2.1797 0.7026 0.00
O -1.3597 -1.9241 0.8591 0.01
O 1.0377 -0.9705 1.2594 0.00
N 3.3668 1.4568 3.6723 0.00
N 0.5082 -2.7500 -0.7979 0.00
N -0.6326 1.0362 0.9147 0.16
N -0.3349 -3.5382 2.1014 0.00
N -0.5690 1.1416 -1.7626 0.25
N -2.7000 -5.1764 3.9313 0.00
N -4.8278 -2.0637 1.4136 0.00
N 1.5354 -2.8450 -1.8063 0.00
C -1.4565 3.4208 -1.7934 0.05
C -0.1416 2.4434 3.5422 0.00
C 2.6869 0.7306 2.7896 0.00
C -1.5606 3.3305 0.9891 0.01
C 4.9124 -0.3488 3.8561 0.00
C -1.9307 4.4879 -1.0996 0.06
C -2.1021 1.0772 -4.3155 0.01
C -0.4407 -0.5239 3.7200 0.00
C 0.4972 2.7203 -4.1001 0.00
C -3.8768 -2.6094 1.7647 0.00
C -1.4654 -2.8997 1.7172 0.00
C 2.2723 -1.2952 1.3480 0.00
C -0.9820 2.2438 -1.1342 0.09
C -2.8467 0.9791 2.8587 0.00
C 0.6522 -0.2911 -4.1993 0.00
C 4.4581 0.9173 4.2044 0.00
C 3.8269 0.0529 -2.0547 0.00
C -2.6556 -0.1586 -0.6806 0.02
C 3.0674 -0.5382 2.3796 0.00
C -1.0342 2.1897 0.3234 0.12
C -1.9798 4.4388 0.3112 0.11
C -2.7611 -4.3336 3.1474 0.00
C 4.2212 -1.0903 2.9191 0.00
C 2.6876 1.9910 -0.5068 0.00
C -2.7032 -3.2815 2.1968 0.00
H -0.8729 3.1276 3.9791 0.00
H 4.5516 -2.0706 2.6036 0.00
H 0.8697 -3.1121 0.0754 0.00
H -2.0329 1.2527 -5.3926 0.00
H -0.1780 -1.4034 3.1547 0.00
H 0.4803 3.0280 2.8618 0.00
H -2.7677 1.8308 -3.8916 0.00
H -3.3407 1.8594 2.4487 0.00
H 3.2233 1.4689 0.2840 0.00
H 4.1407 -0.3985 -1.1133 0.00
H 4.9973 1.5098 4.9337 0.00
H -3.2343 -1.0586 -0.4842 0.00
H -2.3843 5.2761 0.8644 0.01
H -1.6670 3.3326 2.0578 0.00
H 0.9045 3.2837 -3.2587 0.00
H -2.5628 0.1013 -4.1680 0.00
H 0.9417 -1.0405 -3.4623 0.00
H 0.4160 -0.2562 4.3409 0.00
H -0.2558 -3.3548 -1.0864 0.00
H -0.3897 -4.2414 2.8201 0.00
H 4.5447 0.7909 -2.4114 0.00
H -3.1277 0.8910 3.9109 0.00
H -3.0019 0.6136 0.0059 0.00
H 0.5341 -3.0483 1.9738 0.00
H -3.2556 0.1071 2.3400 0.00
H -1.4759 3.4458 -2.8703 0.00
H 3.2956 2.7863 -0.9383 0.00
H 1.7954 1.1782 2.3679 0.00
H -1.2682 -0.7872 4.3837 0.00
H 3.6666 -0.7125 -2.8123 0.00
H 2.3822 -2.5795 -1.3105 0.00
H 1.3252 2.4656 -4.7646 0.00
H -2.3005 5.3576 -1.6258 0.00
H 0.0760 -0.8235 -4.9575 0.00
H 1.7505 2.4013 -0.1297 0.00
H -0.1635 3.3933 -4.6506 0.00
H -2.8737 0.1677 -1.6937 0.00
H 1.6251 -3.8230 -2.0654 0.00
H 1.5510 0.1001 -4.6824 0.00
H 0.5015 2.0975 4.3525 0.00


No. 3
104
Properties=species:S:1:pos:R:3:mulliken_charge:R:1 method="wB97M-V/def2-TZVPD" smiles="CC[C@@H](F)[C@](OC[C@@H](Br)[C@H](C)Br)(C(F)(F)C(F)(F)C(F)(F)C(F)(F)F)[C@](C[C@@H](C)I)(NO)S(C)(=O)=O.O=S1(=O)OCCO1.O=S1(=O)OCCO1.O=S1(=O)OCCO1.O=S1(=O)OCCO1" homo_energy_ev=-8.6
I -4.4002 -0.3823 3.8396 0.04
Br 2.7534 -4.0948 3.1847 -0.07
Br 6.0313 -2.5775 2.3188 -0.12
S -2.5210 2.3936 -1.0364 0.84
S 1.5100 1.1004 -5.5264 1.10
S 1.3913 5.0382 0.2655 0.86
S -1.8064 -3.6272 2.4618 1.73
S -1.1160 6.0189 6.1801 1.08
F -0.6039 -2.1401 -1.8099 -0.13
F -0.5159 -3.7539 -3.9328 -0.22
F 0.3434 -5.7647 -3.7841 -0.25
F 1.6616 -3.0213 -2.0852 -0.18
F 1.1491 -0.6696 -0.8817 -0.21
F -2.0401 -2.9871 -0.5213 -0.25
F 1.5721 -4.0728 -4.3873 -0.27
F 0.2364 -4.9815 0.0075 -0.22
F -1.1456 -4.9315 -1.6201 -0.41
F 1.9052 -5.1514 -1.8316 -0.34
O -2.4469 1.1830 -2.0764 -0.16
O -1.4925 7.0475 7.0818 -0.53
O -2.6175 -3.2598 3.5934 -0.70
O 2.5897 5.5109 -0.6694 -0.33
O 2.8303 0.3772 -6.0488 -0.38
O -2.2223 5.8625 5.0407 -0.32
O 1.8182 2.4058 -5.0571 -0.52
O 0.9362 -2.5571 1.2592 0.02
O -0.6035 -4.3476 2.7899 -0.61
O -1.1973 2.8491 -0.8128 -0.22
O 0.3039 4.8561 -0.8732 -0.08
O -1.2664 -0.5981 3.7372 -0.47
O 0.4828 0.9077 -6.4875 -0.59
O 1.6841 3.7648 0.8209 -0.36
O 0.0485 6.5727 5.2471 -0.32
O -3.3602 2.0274 0.0492 -0.60
O 1.2583 0.1688 -4.2660 -0.14
O -3.3139 3.4070 -1.9737 -0.32
O 1.0322 6.1186 1.1165 -0.51
O -0.7845 4.7232 6.6552 -0.53
N -0.5037 -1.4538 2.9060 0.07
C -2.7665 -4.7448 1.4633 -1.31
C 0.5535 -4.4671 -3.5823 0.46
C -0.1332 -4.2480 -1.0312 0.60
C 1.0106 -4.1906 -2.1121 0.57
C 2.2052 -2.7828 0.6957 -0.29
C -1.7794 6.4726 3.8191 -0.25
C -3.3915 2.9003 -3.3181 -0.39
C 2.0453 -1.0336 -4.3687 0.69
C -0.1656 -2.0020 0.5998 1.50
C -0.2719 6.3391 3.8632 -0.23
C -1.2832 -1.9439 1.7724 -0.02
C 4.7899 -4.6704 0.7786 -1.09
C 2.2844 5.2046 -2.0419 -0.36
C 0.5367 0.5491 0.9931 -0.53
C 0.7815 5.3801 -2.1204 -0.28
C -3.3803 1.3944 -3.1474 -0.42
C 4.5975 -3.1937 1.1535 -0.02
C -0.7032 -2.8346 -0.6484 0.04
C 3.3021 -0.5738 -5.0782 -0.41
C -4.7317 -2.1395 1.4312 -1.02
C 0.1158 -0.5706 0.0701 -0.13
C -3.8852 -0.9355 1.8292 -1.34
C 3.2503 -2.8452 1.8004 -0.55
C -2.4042 -0.9340 1.4138 -1.04
C 1.9060 0.4509 1.6726 -1.74
H 5.0266 -4.7487 -0.2843 0.27
H -3.3980 -4.3035 0.7090 0.24
H -4.3879 -2.5158 0.4635 0.05
H 2.2362 -1.4291 -3.3817 -0.54
H -2.5189 3.2486 -3.8727 0.22
H 2.5435 -2.0338 -0.0172 0.03
H 2.1962 1.4519 1.9890 0.76
H 1.8220 -0.1379 2.5879 0.15
H -3.3739 -5.2671 2.2009 0.51
H 3.8943 -5.2599 0.9621 0.32
H 2.6704 0.0290 1.0234 0.09
H -0.1862 0.7875 1.7680 0.21
H -2.5000 -0.9517 0.3251 0.34
H 2.8294 5.8794 -2.6947 0.34
H -0.6126 -0.0034 4.1240 0.34
H -2.0859 -5.4583 1.0063 0.49
H -4.2849 -0.0884 1.2768 0.81
H 2.5823 4.1748 -2.2450 0.27
H -5.7560 -1.8047 1.2682 0.54
H 0.2410 7.0611 3.2391 0.32
H -0.1526 -2.2116 3.4858 0.53
H 2.2462 -3.7496 0.1826 0.10
H 3.9847 -0.0619 -4.3979 0.34
H 5.6373 -5.0979 1.3059 0.39
H -2.0374 0.0707 1.5984 0.07
H 4.6852 -2.5973 0.2464 0.44
H 3.3571 -1.8763 2.2788 0.74
H 0.4992 6.4321 -2.1888 0.25
H -4.2971 3.2693 -3.7902 0.34
H 3.8271 -1.3815 -5.5800 0.35
H -4.3565 1.0147 -2.8408 0.29
H 0.5710 1.4209 0.3352 0.43
H -0.7452 -0.2203 -0.4974 0.28
H 0.3336 4.8247 -2.9399 0.25
H -2.0929 7.5181 3.8196 0.31
H 1.4892 -1.7585 -4.9602 0.15
H -2.2252 5.9576 2.9728 0.26
H -4.7353 -2.9249 2.1810 0.28
H -3.0416 0.8659 -4.0337 0.40
H 0.0520 5.3335 3.5942 0.22